[1]
# C5H10O2

The molecule C5H10O2 in a non-equilibrium geometry (ωB97M-V/def2-TZVPD, OMol25).

CARTESIAN COORDINATES (ANGSTROEM)
C1 1.25210 -0.97427 1.30648
C2 0.56265 -0.45900 0.32994
C3 1.14857 -0.26419 -1.02515
C4 -0.66793 0.20607 0.71386
O1 -0.54020 1.27174 1.61438
C5 -1.39023 0.71308 -0.63439
O2 -1.68046 -0.09877 -1.67470
H1 0.76041 -1.15637 2.24580
H2 2.19905 -1.39914 1.11490
H3 0.55163 -0.34677 -1.88005
H4 1.76333 -1.08444 -1.16602
H5 1.77399 0.69187 -1.03881
H6 -1.35197 -0.45284 1.17612
H7 0.26057 1.74648 1.58031
H8 -2.38165 1.08028 -0.13492
H9 -0.74087 1.56258 -1.00000
H10 -1.51899 -1.03631 -1.52775

Atoms 1-3, force components in eV/Å:
C 0.0 -1.4 0.6
C 0.6 0.8 -0.3
C 1.5 1.8 0.9

Energy above the lowest of the compared OMol25 structures with the same formula, charge and spin   3.2296 eV
Frontier orbital gap   10.40 eV
LUMO level   0.768 eV
Energy   -346.90675 Ha
SMILES   C=C(C)[C@@H](O)CO
2S+1   1

[2]
# C5H10O2

A structure of composition C5H10O2 in a non-equilibrium geometry (ωB97M-V/def2-TZVPD, OMol25).

CARTESIAN COORDINATES (ANGSTROEM)
C1 -2.52711 -0.85453 1.41956
O1 -1.70721 -0.50079 0.31261
C2 -0.34863 -0.23468 0.69156
C3 0.52819 0.28060 -0.55585
C4 1.89919 1.57656 -0.96578
C5 1.26026 -0.78134 -1.27315
O2 2.17630 -0.48079 -2.00711
H1 -2.19309 -1.78110 1.91677
H2 -3.54989 -1.01670 1.05593
H3 -2.56292 -0.05909 2.18244
H4 0.05239 -1.17358 1.12405
H5 -0.36447 0.50802 1.49631
H6 -0.16715 0.81821 -1.18754
H7 2.21779 1.75968 -2.02973
H8 1.40933 2.46404 -0.62014
H9 2.82625 1.32719 -0.43880
H10 1.05076 -1.85171 -1.12111

Atoms 1-3, force components in eV/Å:
C 0.0 0.0 0.1
O 0.4 0.3 -0.3
C 0.8 0.5 0.0

Energy above the lowest of the compared OMol25 structures with the same formula, charge and spin   4.4780 eV
Frontier orbital gap   10.29 eV
LUMO level   0.635 eV
Energy   -346.86087 Ha
2S+1   1